C2H11N3O2 | ωB97M-V/def2-TZVPD

## Properties
E_tot: -397.2608 a.u.
F_max: 3.523 eV/Å
spin multiplicity: 1
HOMO-LUMO gap (alpha / beta): 8.012 / 7.743 eV
ΔE to the lowest compared entry with this formula, charge and spin: 8.359 eV
highest occupied orbital energy (alpha / beta): -7.62 / -7.79 eV
molar mass: 109.1 g/mol

Each line ends with the natural charge from an NBO analysis.
Element x y z (Å)
C -0.0066 2.2988 0.3445  -0.485
H -0.8063 -0.1455 0.3801  0.432
N -2.1150 -1.5261 -0.4359  -0.569
H -0.7804 2.0177 -0.3733  0.223
O -1.8051 -0.1726 -0.4291  -0.623
N 1.2166 -1.2603 -0.3711  -0.844
H 2.1306 0.4352 -0.8719  0.489
C 0.5417 -0.6885 0.7762  -0.363
H -0.3785 2.3443 1.3666  0.211
H 0.3886 3.2733 0.0356  0.213
H -0.1444 -1.4305 1.2238  0.246
H -3.0905 -1.6732 -0.1828  0.340
H 0.7576 -2.0692 -0.7716  0.387
O 1.4778 1.1978 -0.9589  -0.516
N 1.0611 1.3200 0.3284  -0.043
H -1.8924 -1.8726 -1.3702  0.330
H 2.1956 -1.5039 -0.2804  0.369
H 1.2496 -0.5446 1.5900  0.204